Entry 1:
Formula: C18H28F5N4RuS5Sb2
Source: OMol25
Level of theory: the ωB97M-V functional and the def2-TZVPD basis

Spin multiplicity ... 2
Total charge ... -2
Gap between HOMO and LUMO (spin up / spin down) ... 4.87 / 5.57 eV
HOMO level (spin up / spin down) ... -0.79 / -1.53 eV

Element x y z (Å)
Ru -0.13614 0.11171 -0.87261
N -3.86626 -0.11436 1.43832
C -2.61894 -0.00761 0.84008
S -2.50271 -0.07115 -0.85432
N -1.62131 0.16590 1.67348
N -0.40446 0.40893 1.07038
C 0.47670 0.77066 1.99170
C 1.76200 1.33265 1.81023
C 2.33250 1.98512 2.93441
C 3.51961 2.64726 2.86299
C 4.19591 2.68724 1.62307
C 3.65237 2.02566 0.56807
N 2.49034 1.31449 0.65172
H -4.53092 -0.64213 0.89850
H -3.82196 -0.36519 2.41384
H 0.09706 0.79268 3.00661
H 1.76747 1.95276 3.85597
H 3.92264 3.14838 3.73315
H 5.11919 3.23100 1.49004
H 4.10865 1.99654 -0.41080
S 3.43524 -2.10005 -3.25172
Sb 2.07726 -0.45530 -4.16206
S 2.18204 0.30355 -0.73286
S -0.10212 -0.63428 -3.14742
S 1.78680 -0.59417 -6.44777
F 0.83121 2.57111 -2.11686
C -0.31151 2.06108 -1.50149
F -1.31808 2.25898 -2.43467
C -0.60840 3.15577 -0.45136
F -0.83943 4.35949 -1.00686
F -1.67261 2.89414 0.30558
F 0.42626 3.34024 0.38192
C 1.82200 -5.23251 0.80279
C 1.70251 -3.71687 0.89012
C 3.00906 -3.05360 0.46453
Sb 0.02398 -2.79982 -0.16926
C -1.56948 -3.35053 1.24923
C -2.88095 -3.62076 0.51514
C -1.27611 -4.46053 2.25158
C -0.43868 -4.20118 -1.76471
C 0.69007 -4.20085 -2.79187
C -0.81243 -5.63350 -1.38935
H 2.61760 -5.58236 1.47175
H 2.09985 -5.53225 -0.20907
H 0.90315 -5.75329 1.07093
H 1.49527 -3.43694 1.93046
H 3.22392 -3.22166 -0.59201
H 3.84277 -3.45557 1.05258
H 2.97634 -1.97086 0.59094
H -1.68111 -2.41386 1.80382
H -2.85073 -4.56592 -0.03153
H -3.10788 -2.83302 -0.20267
H -3.71249 -3.68577 1.22872
H -1.21203 -5.43734 1.76829
H -2.08267 -4.52164 2.99348
H -0.34364 -4.29644 2.79310
H -1.31256 -3.71312 -2.20969
H 1.60039 -4.64512 -2.38038
H 0.94308 -3.19495 -3.12494
H 0.40036 -4.78824 -3.66971
H 0.07637 -6.21917 -1.15501
H -1.29856 -6.11829 -2.24345
H -1.49080 -5.70540 -0.53967

Mulliken atomic charge list, values in e, 4 entries: 0.933, -0.483, 0.329, -0.517


Entry 2:
Formula: C18H28N2O4P
Source: OMol25
Level of theory: the ωB97M-V functional and the def2-TZVPD basis

Spin multiplicity ... 1
Total charge ... +1
Gap between HOMO and LUMO ... 7.04 eV
HOMO level ... -11.15 eV

Element x y z (Å)
N -1.84715 5.63082 -0.70469
P -2.45763 4.61420 0.49192
O -3.68191 3.75478 -0.15544
C -1.07010 3.36700 0.49661
C -0.88554 2.43464 -0.50404
C 0.18754 1.54694 -0.44682
C 0.35983 0.59479 -1.59684
C 0.66269 1.39213 -2.86333
C 0.00304 1.12375 -4.05403
C 0.29336 1.89283 -5.17305
C 1.22480 2.91500 -5.11439
C 1.90886 3.17279 -3.93358
C 1.61831 2.40280 -2.81395
C 1.06253 1.60123 0.63440
C 0.83592 2.54887 1.60642
N -0.19865 3.39419 1.51326
H -2.29186 6.53647 -0.64194
H -1.90696 5.27611 -1.65463
H -3.41498 3.16207 -0.87154
H -1.54848 2.38297 -1.35195
H 1.15193 -0.11952 -1.40339
H -0.59759 0.09257 -1.71714
H -0.71996 0.32499 -4.10433
H -0.20465 1.69548 -6.11035
H 1.44483 3.52969 -5.97177
H 2.64293 3.95675 -3.85148
H 2.16729 2.61476 -1.90820
H 1.89764 0.92732 0.69570
H 1.48970 2.65911 2.45545
H -0.32793 4.09280 2.23718
C 2.23896 -5.33027 1.57513
O 0.86313 -5.11213 1.81228
C 0.47786 -5.04777 3.17344
C -0.27186 -3.77991 3.53576
O 0.44121 -2.55525 3.42614
C 0.86071 -2.08929 2.16334
C -0.22334 -1.68203 1.17856
O -1.03601 -2.74717 0.74250
C -2.42730 -2.58524 0.94692
H 2.43758 -6.39315 1.41188
H 2.51861 -4.79406 0.66575
H 2.86661 -4.96592 2.39277
H 1.34298 -5.16496 3.83312
H -0.20082 -5.88665 3.36660
H -0.51594 -3.86232 4.59742
H -1.22829 -3.72214 3.01373
H 1.56973 -2.77956 1.70238
H 1.42940 -1.17750 2.38310
H 0.28482 -1.28725 0.29005
H -0.82523 -0.86973 1.60651
H -2.64295 -1.95880 1.81688
H -2.85700 -3.57084 1.12398
H -2.90067 -2.15639 0.05773

Mulliken atomic charge list, values in e, 4 entries: -0.508, 0.074, -0.422, 0.316


Entry 3:
Formula: C18H28N2O8
Source: OMol25
Level of theory: the ωB97M-V functional and the def2-TZVPD basis

Spin multiplicity ... 1
Total charge ... 0
Gap between HOMO and LUMO ... 9.18 eV
Structure (SMILES) ... O[C@H]1[C@H](O)[C@@H](O)[C@H](O)[C@@H](O)[C@@H]1O.CNC(=O)[C@H](Cc1ccccc1)NC(C)=O
HOMO level ... -8.88 eV

Element x y z (Å)
O 2.83633 1.97035 -1.22949
C 3.48799 0.69546 -1.19687
C 2.44976 -0.41888 -1.35875
O 1.79702 -0.24924 -2.62104
C 3.11888 -1.79409 -1.27636
O 2.12173 -2.81227 -1.41460
C 3.83891 -1.94434 0.06925
O 4.46471 -3.23033 0.11910
C 4.88865 -0.83687 0.23925
O 5.51816 -0.97279 1.51775
C 4.23785 0.54827 0.13130
O 5.25521 1.55129 0.22189
H 3.49071 2.64650 -0.96303
H 4.21176 0.63308 -2.01801
H 1.71430 -0.33910 -0.55185
H 1.58291 0.70017 -2.71497
H 3.84842 -1.88562 -2.08955
H 1.56091 -2.58699 -2.18243
H 3.10139 -1.86864 0.87693
H 3.80444 -3.89582 -0.15893
H 5.64123 -0.94199 -0.55053
H 5.76434 -1.91154 1.63639
H 3.52885 0.67063 0.95864
H 5.81404 1.34426 0.99732
C -5.99045 0.14742 1.84412
N -4.94740 0.18818 0.82165
C -4.36443 -0.88303 0.27406
O -4.68147 -2.02324 0.60620
C -3.31198 -0.71227 -0.84754
C -1.89290 -1.09957 -0.39002
C -1.33265 -0.32907 0.79159
C -1.63688 -0.73357 2.10534
C -1.10323 -0.03343 3.20173
C -0.25734 1.06872 2.98796
C 0.05427 1.47152 1.67805
C -0.48386 0.77454 0.58267
N -3.28197 0.54664 -1.62724
C -3.19088 1.81277 -1.21251
C -3.05273 2.85256 -2.29868
O -3.22172 2.16834 -0.04534
H -5.53069 0.11706 2.83282
H -6.60983 -0.74266 1.71480
H -6.62094 1.03410 1.76799
H -4.55904 1.09216 0.57536
H -3.59309 -1.48028 -1.56802
H -1.20976 -0.99958 -1.23467
H -1.90200 -2.15768 -0.12368
H -2.28609 -1.58173 2.27370
H -1.34550 -0.34196 4.20866
H 0.14942 1.60901 3.83096
H 0.69827 2.32337 1.51178
H -0.25140 1.09778 -0.42081
H -3.26797 0.42821 -2.62616
H -3.91116 2.80023 -2.96534
H -3.01005 3.83911 -1.83833
H -2.13302 2.67481 -2.85246

Mulliken atomic charge list, values in e, 4 entries: -0.568, -0.233, 0.846, -0.720


Entry 4:
Formula: C18H28N3O2
Source: OMol25
Level of theory: the ωB97M-V functional and the def2-TZVPD basis

Spin multiplicity ... 1
Total charge ... +1
Gap between HOMO and LUMO ... 9.10 eV
HOMO level ... -11.55 eV

Element x y z (Å)
N -2.95527 4.77635 2.45203
C -4.21590 4.05720 2.28245
N -4.07901 2.65994 2.70909
C -4.86962 1.72792 1.92806
O -5.87161 1.20209 2.26521
C -4.04236 1.51394 0.66995
C -4.38289 1.15991 -0.61069
C -3.34175 1.10093 -1.54593
C -2.03259 1.38262 -1.20486
C -1.68699 1.72555 0.10616
C -2.72395 1.78826 1.01278
C -2.74060 2.13299 2.49243
O -1.91840 1.91535 3.31440
H -2.36655 4.62473 1.63770
H -3.16384 5.76811 2.41610
H -4.55713 4.14812 1.23946
H -4.96390 4.54736 2.89761
H -5.41154 0.95811 -0.87164
H -3.57392 0.84875 -2.57165
H -1.24837 1.35094 -1.94912
H -0.68042 1.96836 0.41874
C 5.19733 -3.18588 -0.96377
C 3.77927 -3.53657 -1.42427
C 3.01982 -2.39486 -2.09335
N 2.20704 -1.47271 -1.19124
C 2.88001 -1.22314 0.13415
C 2.01809 -0.42062 1.09599
C 0.66085 -1.08158 1.30101
C -0.03110 -1.30467 -0.03872
C 0.84632 -2.09709 -0.98791
C 2.06459 -0.18148 -1.93336
H 5.21490 -2.58320 -0.05723
H 5.75770 -4.09508 -0.75294
H 5.73434 -2.64013 -1.74089
H 3.20437 -3.98217 -0.60959
H 3.87478 -4.31724 -2.18067
H 2.29807 -2.80012 -2.80153
H 3.70940 -1.76679 -2.65522
H 3.08113 -2.19527 0.57818
H 3.81972 -0.71630 -0.07765
H 2.54419 -0.35290 2.04838
H 1.89369 0.60726 0.74595
H 0.03670 -0.46553 1.94913
H 0.79348 -2.04081 1.81172
H -0.32804 -0.34436 -0.45326
H -0.96361 -1.84855 0.11916
H 0.38415 -2.17462 -1.97131
H 1.02132 -3.10208 -0.60217
H 1.60093 -0.39044 -2.89457
H 3.05570 0.24045 -2.07637
H 1.45146 0.50897 -1.36592

Mulliken atomic charge list, values in e, 4 entries: -0.587, -0.418, 0.029, 0.002


| no. | molar mass (g/mol) | F_max (hartree/bohr) |
| --- | --- | --- |
| 1 | 900.365 | 0.0105 |
| 2 | 367.406 | 0.0266 |
| 3 | 400.428 | 0.0237 |
| 4 | 318.441 | 0.0282 |